1.
C15H18N2O2 | ωB97M-V/def2-TZVPD

```
37
Properties=species:S:1:pos:R:3
C -1.654 -2.737 1.994
C -1.730 -2.362 0.655
C -0.882 -2.720 -0.517
H -0.416 -3.729 -0.231
C -0.015 -1.899 -1.078
N 0.866 -1.612 0.198
H 0.396 -1.902 1.197
C 1.436 -0.158 0.149
C 0.276 0.830 0.355
C 0.416 1.745 1.415
C -0.765 2.826 1.662
C -1.954 2.559 0.789
C -1.878 1.300 -0.209
C -0.793 0.721 -0.300
C -0.805 -0.458 -1.503
H -0.381 -0.059 -2.138
H -1.767 -0.873 -1.637
N -3.163 1.338 -0.759
O -2.980 1.097 -2.050
O -4.174 1.779 -0.155
H -2.761 3.087 0.948
H -0.777 3.492 2.552
H 1.270 2.018 2.069
H 2.020 -0.122 1.346
C 2.374 0.335 -1.160
C 3.190 1.469 -0.684
C 4.424 1.356 -0.524
H 4.939 2.645 -0.376
H 4.973 0.639 -0.466
H 2.517 2.290 -0.543
H 1.797 0.367 -1.881
H 3.048 -0.684 -1.169
H 0.545 -2.066 -1.772
H -1.698 -3.192 -1.363
H -2.696 -1.705 0.427
H -2.277 -2.165 2.751
H -0.922 -3.451 2.008
```

Calculated values
total charge	0
gap between HOMO and LUMO	7.423	eV
energy relative to the best compared isomer or geometry (same formula, charge and spin)	492.1	kcal/mol
highest occupied orbital energy	-0.3136	hartree


2.
C2H12Si4 | ωB97M-V/def2-TZVPD

```
18
Properties=species:S:1:pos:R:3
C -1.826 0.378 -1.384
C -1.769 -0.095 1.699
Si 2.828 -0.166 -0.121
Si 0.675 -1.788 -0.455
Si 1.182 1.528 0.390
Si -0.693 0.094 0.105
H -1.189 0.110 -2.192
H -2.686 -0.258 -1.468
H -2.232 1.356 -1.524
H -1.124 0.190 2.541
H -2.544 0.590 1.747
H -2.190 -1.051 1.970
H 4.030 -0.463 0.684
H 3.248 0.015 -1.430
H 0.686 -1.990 -1.876
H 1.016 -3.179 0.202
H 1.403 2.261 1.746
H 1.184 2.467 -0.637
```

Calculated values
total charge	0
gap between HOMO and LUMO	8.383	eV
energy relative to the best compared isomer or geometry (same formula, charge and spin)	2.8	kcal/mol
highest occupied orbital energy	-0.3020	hartree
SMILES	C[Si]1(C)[SiH2][SiH2][SiH2]1


3.
C5H11N | ωB97M-V/def2-TZVPD

```
17
Properties=species:S:1:pos:R:3
C -0.632 -0.834 -0.703
N -0.753 0.598 -0.369
C -0.039 1.537 -1.204
C -0.500 0.557 1.080
C 0.674 -0.411 1.321
C 0.523 -1.391 0.150
H -1.527 -1.347 -0.311
H -0.544 -1.131 -1.746
H 1.029 1.364 -1.394
H -0.415 1.509 -2.238
H -0.208 2.537 -0.781
H -0.217 1.552 1.404
H -1.422 0.162 1.561
H 1.619 0.088 1.071
H 0.723 -0.982 2.247
H 0.286 -2.423 0.437
H 1.401 -1.385 -0.524
```

Calculated values
total charge	0
gap between HOMO and LUMO	9.404	eV
energy relative to the best compared isomer or geometry (same formula, charge and spin)	20.5	kcal/mol
highest occupied orbital energy	-0.3050	hartree
SMILES	CN1CCCC1


4.
C4H15N2O2 | ωB97M-V/def2-TZVPD

```
23
Properties=species:S:1:pos:R:3
C -0.912 1.433 -0.567
O -0.690 2.507 0.325
C -0.066 0.228 -0.071
C 0.176 -0.828 -1.137
C 1.616 -1.415 -1.182
N 2.101 -1.717 0.201
N 1.191 0.783 0.530
H -0.464 1.759 -1.508
H -1.959 1.135 -0.577
H -1.449 2.868 0.786
H -0.616 -0.121 0.795
H 0.008 -0.388 -2.123
H -0.457 -1.691 -1.021
H 2.307 -0.702 -1.604
H 1.586 -2.337 -1.740
H 1.749 -0.123 0.750
H 3.086 -1.954 0.157
H 1.625 -2.529 0.575
H 1.006 1.352 1.352
H 1.733 1.355 -0.114
H -2.249 -0.703 1.978
H -3.072 -1.705 1.190
O -3.075 -0.781 1.488
```

Calculated values
total charge	+1
gap between HOMO and LUMO	11.392	eV
energy relative to the best compared isomer or geometry (same formula, charge and spin)	26.5	kcal/mol
highest occupied orbital energy	-0.5303	hartree


5.
C37H33BF6O3S | ωB97M-V/def2-TZVPD

```
81
Properties=species:S:1:pos:R:3
C -4.619 5.157 0.441
C -3.587 4.096 0.422
C -2.924 3.557 -0.663
C -1.984 2.530 -0.310
C -1.836 2.371 1.043
B -0.993 1.437 2.072
C 0.484 2.092 2.443
C 0.667 2.818 3.617
C 1.902 3.400 3.872
C 2.127 4.238 5.106
F 2.526 5.506 4.763
F 1.003 4.369 5.867
F 3.105 3.713 5.913
C 2.943 3.267 2.956
C 2.732 2.562 1.773
C 3.782 2.563 0.687
F 4.111 1.295 0.268
F 3.348 3.235 -0.435
F 4.926 3.172 1.098
C 1.528 1.883 1.565
O -1.780 1.576 3.283
C -2.003 0.498 4.157
C -2.374 -0.801 3.368
C -2.283 -1.974 4.328
C -3.786 -0.619 2.854
C -1.392 -1.056 2.182
O -0.825 0.101 1.579
S -3.060 3.345 1.870
H -4.944 5.324 -0.585
H -5.483 4.854 1.043
H -4.239 6.100 0.853
H -3.129 3.902 -1.665
H -1.471 1.940 -1.052
H -0.133 2.955 4.335
H 3.904 3.723 3.159
H 1.414 1.224 0.709
H -1.095 0.335 4.777
H -2.820 0.819 4.829
H -2.652 -2.889 3.855
H -1.242 -2.141 4.617
H -2.863 -1.803 5.246
H -4.138 -1.546 2.390
H -4.454 -0.364 3.688
H -3.810 0.196 2.119
H -0.550 -1.695 2.523
H -1.910 -1.611 1.380
C 0.780 -7.556 -4.654
C 1.540 -6.462 -4.229
C 0.935 -5.317 -3.682
C -0.443 -5.364 -3.453
O -1.191 -4.373 -2.835
C -0.679 -3.135 -2.454
C -1.207 -2.018 -3.115
C -0.914 -0.748 -2.669
C 0.119 -0.560 -1.726
C 0.834 0.695 -1.772
C 2.066 0.791 -2.487
C 2.453 1.982 -3.170
C 3.703 2.074 -3.769
C 4.582 0.980 -3.781
C 4.172 -0.236 -3.219
C 2.920 -0.346 -2.614
C 0.511 -1.687 -0.948
C 0.187 -2.974 -1.358
C -1.221 -6.458 -3.865
C -0.610 -7.530 -4.504
H 1.245 -8.433 -5.109
H 2.626 -6.471 -4.326
H 1.506 -4.424 -3.440
H -1.861 -2.181 -3.967
H -1.375 0.120 -3.131
H 0.333 1.631 -1.504
H 1.722 2.785 -3.219
H 4.021 3.008 -4.222
H 5.570 1.088 -4.201
H 4.843 -1.098 -3.253
H 2.586 -1.306 -2.224
H 1.092 -1.529 -0.038
H 0.561 -3.853 -0.824
H -2.301 -6.414 -3.695
H -1.230 -8.342 -4.885
```

Calculated values
total charge	0
gap between HOMO and LUMO	3.345	eV
energy relative to the best compared isomer or geometry (same formula, charge and spin)	18.8	kcal/mol
highest occupied orbital energy	-0.2598	hartree


6.
C4H10NPS | ωB97M-V/def2-TZVPD

```
17
Properties=species:S:1:pos:R:3
C 1.038 -0.501 -0.009
C 1.333 0.318 1.182
C 1.786 -1.820 -0.072
C -2.392 1.762 -0.913
N 0.275 -0.081 -0.905
P -2.054 0.931 0.725
S -2.961 -0.771 0.787
H 1.788 -0.250 1.937
H 0.518 0.799 1.727
H 1.993 1.040 0.913
H 1.315 -2.436 0.541
H 2.875 -1.834 0.182
H 1.851 -2.146 -1.024
H -2.978 1.152 -1.543
H -3.054 2.526 -0.648
H -1.425 1.900 -1.142
H 0.091 -0.590 -1.738
```

Calculated values
total charge	0
gap between HOMO and LUMO	7.646	eV
energy relative to the best compared isomer or geometry (same formula, charge and spin)	31.4	kcal/mol
highest occupied orbital energy	-0.2984	hartree
SMILES	CC(C)=N.CP=S